# 1
# C33H92N10O9

9 unconnected molecules or ions with the total composition C33H92N10O9 in a non-equilibrium geometry (ωB97M-V with the def2-TZVPD basis set, the Open Molecules 2025 dataset).

Cartesian coordinates (Å):
C: 11.46648 -16.95546 19.36543
O: 12.19819 -15.77603 19.20541
C: 12.64869 -15.19200 20.41148
C: 13.77168 -15.96432 21.11014
C: 13.25132 -16.84644 22.25000
N: 14.80245 -15.04518 21.56364
H: 10.60170 -16.78348 20.01849
H: 12.04049 -17.82648 19.69995
H: 11.09810 -17.26880 18.38432
H: 13.08386 -14.24653 20.08466
H: 11.80512 -14.96972 21.07940
H: 14.17803 -16.63188 20.34351
H: 12.65308 -17.65659 21.82192
H: 12.57285 -16.27548 22.89552
H: 13.99444 -17.28166 22.91738
H: 15.69690 -15.49002 21.77356
H: 14.57163 -14.62772 22.46114
C: 22.03229 -14.85579 20.46339
O: 22.96522 -14.66317 21.49306
C: 22.58038 -13.61851 22.36273
C: 22.62015 -12.22822 21.75067
C: 24.06295 -11.82890 21.48114
N: 22.05730 -11.31776 22.77630
H: 20.99407 -14.80855 20.80391
H: 22.24636 -15.72910 19.84897
H: 22.09315 -14.04500 19.71379
H: 21.58091 -13.81880 22.77999
H: 23.31808 -13.62005 23.16712
H: 22.04208 -12.19640 20.82293
H: 24.37938 -12.36758 20.57953
H: 24.72156 -12.14689 22.28572
H: 24.16179 -10.76789 21.25926
H: 21.15721 -11.67479 23.09042
H: 21.83562 -10.43482 22.32606
C: 20.53393 -19.56995 25.58985
O: 21.50805 -18.54744 25.63410
C: 22.64811 -18.83661 24.83633
C: 22.45314 -18.67911 23.34856
C: 23.75340 -18.98194 22.58987
N: 22.01910 -17.28536 23.04341
H: 19.66563 -19.22491 26.14908
H: 20.93984 -20.48254 26.03364
H: 20.16304 -19.76664 24.57720
H: 23.43928 -18.20745 25.24638
H: 22.97568 -19.88122 24.97260
H: 21.68802 -19.35231 22.95506
H: 24.46905 -18.16521 22.61452
H: 23.47403 -19.13151 21.54341
H: 24.14040 -19.93726 22.95344
H: 22.38916 -16.98684 22.14775
H: 22.45069 -16.69040 23.73796
C: 19.40273 -13.92466 27.06208
O: 18.50726 -14.86910 26.50027
C: 17.30114 -15.00563 27.24739
C: 16.57802 -16.20386 26.68992
C: 15.10348 -16.24202 27.03557
N: 17.28925 -17.43593 27.15995
H: 19.95253 -14.42330 27.87352
H: 18.90461 -13.04807 27.47783
H: 20.13596 -13.64615 26.30685
H: 17.50151 -15.19431 28.31069
H: 16.69661 -14.10180 27.12870
H: 16.65868 -16.18362 25.59523
H: 14.59720 -17.01429 26.45731
H: 14.68708 -15.28578 26.71301
H: 14.99275 -16.41939 28.10491
H: 16.98120 -18.18972 26.55085
H: 18.26749 -17.27642 26.92504
C: 16.83572 -19.30689 23.27183
O: 16.60805 -20.64440 22.87634
C: 15.48556 -20.84609 22.06742
C: 15.62631 -20.38592 20.62041
C: 14.35807 -20.64992 19.86489
N: 16.76731 -21.05511 19.93982
H: 17.24373 -18.69929 22.45269
H: 17.57693 -19.32673 24.06850
H: 15.92928 -18.78497 23.60307
H: 15.27615 -21.92449 22.08841
H: 14.56985 -20.41670 22.51057
H: 15.89440 -19.32289 20.69588
H: 14.25105 -21.71596 19.64628
H: 14.33959 -20.11557 18.91471
H: 13.47824 -20.34531 20.43481
H: 16.45119 -22.00658 19.78282
H: 17.54195 -21.02518 20.59462
C: 22.89008 -15.44343 25.74732
O: 24.17300 -15.63485 25.18997
C: 25.14325 -15.87498 26.16162
C: 26.47963 -16.13725 25.53219
C: 27.55723 -16.27890 26.57849
N: 26.88776 -15.07764 24.58012
H: 22.26076 -15.09707 24.92240
H: 22.87760 -14.64571 26.49764
H: 22.44214 -16.35971 26.13828
H: 25.25117 -15.03071 26.86672
H: 24.89215 -16.73287 26.81147
H: 26.46746 -17.07758 24.97028
H: 27.30307 -16.97211 27.38728
H: 27.78638 -15.33277 27.08081
H: 28.48352 -16.65257 26.14451
H: 26.94166 -14.21575 25.13237
H: 26.08634 -14.84597 23.99056
C: 15.54199 -9.16752 25.29444
O: 16.34533 -10.21102 25.78968
C: 15.74282 -11.46909 25.70449
C: 16.46386 -12.42299 24.77393
C: 16.50444 -11.82248 23.34763
N: 15.75782 -13.71576 24.76476
H: 16.01521 -8.19540 25.40368
H: 14.57987 -9.14279 25.82624
H: 15.30558 -9.29628 24.22925
H: 15.72648 -11.94002 26.70048
H: 14.68103 -11.40328 25.43294
H: 17.51032 -12.63518 25.00496
H: 15.49444 -11.58482 22.99824
H: 17.06396 -12.41392 22.62511
H: 17.00138 -10.84144 23.38676
H: 16.24821 -14.32677 24.11954
H: 14.79556 -13.59086 24.47419
C: 18.88562 -18.24488 19.19515
O: 18.82233 -16.82197 19.12064
C: 17.52264 -16.30130 18.97908
C: 17.58926 -14.78880 18.88206
C: 18.32699 -14.10930 20.03868
N: 16.19756 -14.28796 18.81914
H: 19.93599 -18.50556 19.29240
H: 18.55126 -18.66960 18.23914
H: 18.22083 -18.65697 19.95806
H: 16.94444 -16.64310 18.11290
H: 16.93132 -16.54431 19.88497
H: 18.06119 -14.47804 17.94410
H: 17.66576 -14.10138 20.91148
H: 18.60182 -13.07656 19.82385
H: 19.21933 -14.64949 20.36700
H: 15.75352 -14.58862 19.69128
H: 16.25539 -13.27718 18.85147
N: 19.26493 -16.12387 24.10458
C: 18.50622 -16.06873 22.96715
N: 19.11261 -16.78296 21.96079
O: 17.40100 -15.52492 22.90260
H: 20.11394 -16.67354 24.08414
H: 19.00060 -15.61696 24.94460
H: 18.81817 -16.65277 21.00816
H: 19.97002 -17.22430 22.25783

Total charge ... 0
Multiplicity ... 1
LUMO energy ... 0.57 eV

# 2
# C21H21N4O3Pt

A molecular structure, C21H21N4O3Pt in a non-equilibrium geometry (ωB97M-V with the def2-TZVPD basis set, the Open Molecules 2025 dataset).

Cartesian coordinates (Å):
Pt: 0.06722 -0.65969 -0.25762
O: -0.23415 -1.24263 4.37123
C: -1.49098 -1.72530 4.31798
C: -2.10751 -2.29077 5.43201
C: -3.40681 -2.75275 5.36894
C: -4.12628 -2.64545 4.18319
C: -3.52983 -2.09280 3.07135
C: -2.20945 -1.63816 3.10709
C: -1.60651 -1.15703 1.87152
O: -0.32556 -1.18303 1.67725
N: -2.43997 -0.70987 0.92819
N: -1.82279 -0.40809 -0.18619
C: -2.40632 -0.08655 -1.36320
C: -1.52338 0.10572 -2.42495
C: -1.90948 0.50197 -3.73279
C: -0.96623 0.74614 -4.68962
C: 0.39608 0.57468 -4.36610
C: 0.72882 0.14162 -3.10299
N: -0.16661 -0.10353 -2.14604
H: 0.13704 -1.35444 5.25755
H: -1.54802 -2.37100 6.35327
H: -3.86016 -3.20024 6.24044
H: -5.13862 -3.01077 4.12495
H: -4.05680 -2.03231 2.13299
H: -3.48067 -0.01602 -1.45127
H: -2.95909 0.63032 -3.93922
H: -1.24234 1.06681 -5.68096
H: 1.16669 0.76498 -5.09498
H: 1.76871 -0.02047 -2.84419
O: 0.51786 2.02725 0.01705
C: 1.88859 2.26665 -0.24238
C: 2.78343 1.91246 0.94490
C: 2.54888 0.48503 1.47123
C: 2.97886 -0.59572 0.52476
C: 4.29316 -1.05428 0.51571
C: 4.66900 -2.07297 -0.34141
C: 3.71525 -2.59381 -1.20567
C: 2.43599 -2.08341 -1.15614
N: 2.06813 -1.11222 -0.31105
H: 0.28359 2.46079 0.84537
H: 2.04195 3.32056 -0.51030
H: 2.12623 1.64696 -1.10954
H: 2.57628 2.60449 1.76321
H: 3.82297 2.04767 0.64827
H: 1.48250 0.35747 1.69054
H: 3.09896 0.36855 2.40724
H: 5.01201 -0.60889 1.18632
H: 5.67513 -2.46550 -0.32919
H: 3.95638 -3.37478 -1.90732
H: 1.67100 -2.45227 -1.82867

Total charge ... +1
Multiplicity ... 1
LUMO energy ... -4.08 eV

# 3
# C14H34AgClN2O6

A molecular structure, C14H34AgClN2O6 in a non-equilibrium geometry (ωB97M-V with the def2-TZVPD basis set, the Open Molecules 2025 dataset).

Cartesian coordinates (Å):
Ag: 0.44904 -16.62824 18.07292
Cl: 0.31075 -18.79838 19.72427
C: -3.62012 -12.11367 21.30919
O: -2.88475 -13.27722 20.98137
C: -2.45893 -13.28475 19.63855
C: -1.98764 -14.65623 19.19740
O: -0.65339 -14.96077 19.55108
C: -0.46308 -15.26085 20.93113
H: -4.64599 -12.18919 20.94198
H: -3.14829 -11.22151 20.87825
H: -3.55984 -12.01289 22.39028
H: -1.66069 -12.53688 19.49023
H: -3.26117 -12.97033 18.95034
H: -2.11930 -14.78641 18.12657
H: -2.64319 -15.38500 19.69658
H: -0.91165 -14.51500 21.58750
H: 0.61270 -15.27354 21.10000
H: -0.87220 -16.25218 21.14358
C: 2.15906 -18.62130 16.48483
O: 1.34455 -17.57900 15.96668
C: 2.07053 -16.60056 15.27365
C: 1.26800 -15.33329 15.12469
O: 0.97554 -14.82803 16.40994
C: 0.13434 -13.69600 16.38700
H: 1.53510 -19.35497 16.98614
H: 2.89610 -18.21551 17.17895
H: 2.67749 -19.13590 15.66167
H: 2.36179 -17.00601 14.29078
H: 3.04314 -16.38473 15.74021
H: 0.35149 -15.60057 14.58217
H: 1.84695 -14.58754 14.56834
H: -0.00203 -13.35381 17.41126
H: -0.84958 -13.96348 15.98673
H: 0.58675 -12.89017 15.79718
C: -1.42727 -19.12897 16.23093
C: -1.79221 -17.69227 15.99042
O: -1.91043 -16.92068 16.93679
N: -2.08294 -17.32132 14.72391
C: -2.59297 -16.01555 14.38205
H: -0.80803 -19.18721 17.12745
H: -0.89290 -19.57232 15.38659
H: -2.30933 -19.74379 16.41648
H: -2.07304 -18.03672 14.01892
H: -3.08768 -16.03840 13.41231
H: -1.81856 -15.24993 14.29838
H: -3.31918 -15.71009 15.13575
C: 3.34794 -13.91093 18.63679
C: 3.35935 -15.32175 19.16135
O: 2.72297 -16.21969 18.62153
N: 4.12936 -15.55635 20.24512
C: 4.00283 -16.76026 21.05153
H: 2.37634 -13.45272 18.83790
H: 3.43752 -13.90376 17.55208
H: 4.11429 -13.27481 19.07952
H: 4.62596 -14.77933 20.64455
H: 3.60724 -16.51068 22.03586
H: 4.97814 -17.23269 21.18397
H: 3.35535 -17.48171 20.55863

Total charge ... 0
Multiplicity ... 1
LUMO energy ... 0.55 eV

# 4
# C6H14N4

2 unconnected molecules or ions with the total composition C6H14N4 in a non-equilibrium geometry (ωB97M-V with the def2-TZVPD basis set, the Open Molecules 2025 dataset).

Cartesian coordinates (Å):
C: 1.36732 3.05753 1.27048
C: -1.47597 -2.39613 0.68760
C: -1.53616 -2.90246 -0.84259
C: -0.19910 -1.61438 0.77558
C: -0.49966 -2.10395 -1.43392
C: 0.07081 2.51168 -0.53337
N: 1.70055 1.81390 0.84313
N: 0.43191 3.51761 0.52578
N: 0.10219 -1.32466 -0.64795
N: 0.90560 1.32806 -0.23051
H: 2.02909 3.57032 1.93107
H: -2.37397 -1.83741 0.94837
H: -1.30255 -3.28898 1.32946
H: -1.34978 -3.94974 -1.00696
H: -2.43320 -2.88178 -1.38999
H: -0.22628 -0.60986 1.15699
H: 0.69725 -2.08824 1.14478
H: -0.30238 -2.15319 -2.41694
H: 2.46244 1.20329 1.27522
H: -0.96944 2.22330 -0.48611
H: 0.31005 3.10116 -1.38709
H: 0.10466 4.42328 0.43057
H: 0.94533 -0.86150 -0.92702
H: 1.54131 1.26212 -1.01661

Total charge ... +2
Multiplicity ... 1
LUMO energy ... -6.86 eV

# 5
# C9H14CoN3O3

A molecular structure, C9H14CoN3O3 (ωB97M-V with the def2-TZVPD basis set, the Open Molecules 2025 dataset).

Cartesian coordinates (Å):
Co: 0.16132 1.10755 0.50593
N: 2.08044 1.50890 0.25016
N: 2.18438 2.85451 -0.15057
C: 1.11769 3.65715 0.24347
O: 1.20609 4.85103 0.23697
O: 0.05320 2.93964 0.54139
H: 2.66260 1.33513 1.07248
H: 2.41529 0.90294 -0.49953
H: 3.10516 3.26990 -0.17359
O: -1.80080 1.33623 0.56642
C: -2.51662 1.15882 -0.68403
C: -1.81459 0.00634 -1.37014
C: -1.86984 -1.22891 -0.45052
C: -0.53308 -1.77985 -0.05535
C: -0.22395 -3.12080 -0.23835
C: 0.95506 -3.63668 0.26199
C: 1.79766 -2.79238 0.96885
C: 1.44367 -1.46591 1.08712
N: 0.32515 -0.93582 0.56019
H: -1.92594 2.24573 0.87760
H: -2.47633 2.08527 -1.25662
H: -3.55609 0.91836 -0.45050
H: -0.77117 0.31096 -1.55602
H: -2.23719 -0.19742 -2.35356
H: -2.49223 -2.01237 -0.87944
H: -2.34423 -0.93544 0.48871
H: -0.93276 -3.75348 -0.75180
H: 1.20095 -4.67899 0.12825
H: 2.71058 -3.14704 1.42172
H: 2.07555 -0.80340 1.65878

Total charge ... +1
Multiplicity ... 2
LUMO energy (alpha / beta) ... -3.54 / -3.81 eV
<S²> ... 0.76

# 6
# C44H51N4O

2 unconnected molecules or ions with the total composition C44H51N4O in a non-equilibrium geometry (ωB97M-V with the def2-TZVPD basis set, the Open Molecules 2025 dataset).

Cartesian coordinates (Å):
C: 7.61587 1.42594 1.93186
C: 6.17974 1.85841 1.99809
C: 5.78769 3.13450 1.58398
C: 4.46557 3.56569 1.71011
C: 4.10172 4.95890 1.30759
C: 3.51079 2.67458 2.22415
N: 2.18156 3.15278 2.45200
C: 1.00827 2.59398 1.99518
C: 0.84156 1.48633 1.15956
N: -0.00342 3.32392 2.57296
C: -1.38936 3.02205 2.42606
C: -2.03396 2.31527 3.44108
C: -1.27900 1.86121 4.64936
C: -3.38888 2.01248 3.27381
C: -4.07996 2.41693 2.12957
C: -5.53892 2.08661 2.00020
C: -3.39707 3.10006 1.11642
C: -2.04221 3.42238 1.26069
C: -1.28111 4.15888 0.20735
C: 0.53808 4.26311 3.42397
C: 1.87513 4.18606 3.32926
C: 3.88558 1.40641 2.68699
C: 2.92797 0.51583 3.41193
C: 5.21455 0.99942 2.52817
H: 7.68684 0.34181 1.79109
H: 8.13917 1.92252 1.10737
H: 8.16010 1.66432 2.85760
H: 6.53199 3.81758 1.16588
H: 3.17963 5.00214 0.71398
H: 3.99721 5.63171 2.17302
H: 4.91277 5.36473 0.69287
H: -0.11788 0.95528 1.25623
H: 1.80146 1.04546 0.90978
H: -1.92741 1.22048 5.25481
H: -0.39702 1.25846 4.38714
H: -0.94789 2.69812 5.28013
H: -3.90412 1.45192 4.05540
H: -5.98381 2.60683 1.14770
H: -5.68877 1.00720 1.85999
H: -6.08894 2.36869 2.90667
H: -3.92114 3.39643 0.20739
H: -1.97538 4.57031 -0.53444
H: -0.69707 4.98901 0.62562
H: -0.58444 3.49631 -0.32894
H: -0.07706 4.90802 4.03536
H: 2.64349 4.74959 3.82295
H: 3.47477 -0.36685 3.76044
H: 2.49395 0.99432 4.30199
H: 2.11062 0.16133 2.77496
H: 5.50111 -0.00232 2.85131
C: -3.29803 -3.71640 -4.93314
N: -2.70654 -3.52101 -3.63034
C: -3.11003 -4.27152 -2.55833
O: -4.00839 -5.10453 -2.56232
C: -2.22788 -3.85318 -1.38671
C: -1.08954 -4.87171 -1.21545
C: -1.57624 -6.28947 -0.97629
C: -1.06206 -7.34242 -1.74370
C: -1.56348 -8.63787 -1.58515
C: -2.56349 -8.88893 -0.63508
C: -3.04091 -7.84511 0.16977
C: -2.54484 -6.54767 0.00070
N: -1.78146 -2.51544 -1.82560
C: -1.01818 -1.71820 -1.03637
C: -0.47675 -0.49914 -1.42902
C: 0.58371 0.22996 -0.81141
C: 1.12385 1.32885 -1.62090
C: 2.51035 1.57072 -1.76228
C: 2.96346 2.67327 -2.49128
C: 2.05589 3.52816 -3.12853
C: 0.68862 3.26772 -3.04028
C: 0.22764 2.19381 -2.28391
C: -1.95220 -2.32276 -3.28230
C: -0.60854 -2.32097 -4.02134
C: -2.79070 -1.09932 -3.69129
H: -3.62124 -4.75585 -5.02908
H: -4.16630 -3.06105 -5.09139
H: -2.55410 -3.49667 -5.70383
H: -2.82200 -3.77147 -0.46541
H: -0.47206 -4.84656 -2.13217
H: -0.46050 -4.53336 -0.37203
H: -0.28313 -7.12631 -2.47891
H: -1.17208 -9.44721 -2.20609
H: -2.97238 -9.89648 -0.52656
H: -3.80639 -8.03584 0.92743
H: -2.91921 -5.72616 0.61887
H: -0.87037 -2.09073 -0.01747
H: -0.85572 -0.11566 -2.37918
H: 1.28157 -0.40716 -0.24717
H: 3.22417 0.88936 -1.27883
H: 4.04008 2.86047 -2.56307
H: 2.41420 4.37812 -3.70593
H: -0.03457 3.90356 -3.55503
H: -0.84964 2.03364 -2.15841
H: -0.11048 -3.29283 -3.90489
H: -0.78528 -2.12783 -5.08533
H: 0.04695 -1.53876 -3.63299
H: -3.83760 -1.24844 -3.39327
H: -2.42939 -0.17074 -3.25149
H: -2.74111 -0.99800 -4.78385

Total charge ... +1
Multiplicity ... 1
LUMO energy ... -4.04 eV